Record 1
DFT (wB97M-V/def2-TZVPD) results for C45H40Br2N11O3SSiTi as an isolated structure.

LUMO energy (alpha / beta)   3.5 / 3.5 eV
Charge   -2
Spin multiplicity   2
E_HOMO (alpha / beta)   -1.32 / -2.31 eV
Gap between HOMO and LUMO (alpha / beta)   4.860 / 5.846 eV

Each line ends with the Löwdin spin population.
Cartesian coordinates (Å):
Ti1 -0.79035 -0.04522 0.60746  0.042
C1 1.97976 3.36148 5.18516  0.000
C2 0.49552 3.40346 4.83546  0.000
N1 -0.05354 2.10600 4.50766  0.000
C3 0.16700 1.46975 3.32937  0.000
S1 -0.38344 -0.14574 3.17777  -0.001
N2 0.80698 2.15866 2.40895  0.000
N3 0.86386 1.49922 1.21912  0.000
C4 1.76812 1.88632 0.39502  0.000
C5 2.74338 2.97966 0.69411  0.000
C6 1.84170 1.11780 -0.85356  0.000
C7 2.92430 1.18531 -1.72038  0.000
C8 2.96298 0.32894 -2.80740  0.000
C9 1.90846 -0.54455 -3.00724  0.000
C10 0.85205 -0.52109 -2.11235  0.000
N4 0.81705 0.28991 -1.06325  0.000
H1 2.35202 4.36458 5.40790  0.000
H2 2.15540 2.72676 6.05567  0.000
H3 2.54238 2.95709 4.34410  0.000
H4 -0.08486 3.79902 5.67141  0.000
H5 0.33494 4.06372 3.98205  0.000
H6 -0.46450 1.54030 5.22909  0.000
H7 2.30136 3.66703 1.41079  0.000
H8 3.65267 2.57069 1.14340  0.000
H9 3.02051 3.51433 -0.21447  0.000
H10 3.74130 1.86203 -1.51448  0.000
H11 3.80922 0.32216 -3.48240  0.000
H12 1.90740 -1.23827 -3.83639  0.000
H13 0.00128 -1.17860 -2.22842  0.000
Br1 4.60678 -2.31777 -5.50976  0.011
C11 4.56053 -3.47093 -3.98539  0.058
C12 5.74482 -3.86174 -3.37905  0.000
C13 5.70248 -4.67466 -2.26239  0.041
C14 4.48193 -5.09760 -1.69314  0.038
C15 3.29707 -4.70730 -2.36746  0.047
C16 3.33859 -3.90871 -3.49226  -0.001
N5 4.52994 -5.91665 -0.59453  0.267
N6 3.46846 -6.01269 0.20691  0.313
C17 2.69322 -4.90107 0.44976  0.016
C18 1.33419 -5.06034 0.67935  0.066
C19 0.46673 -3.96672 0.77612  -0.011
C20 0.91962 -2.67085 0.67778  0.062
O1 0.06290 -1.63709 0.60138  0.004
C21 2.32965 -2.44520 0.64613  0.000
N7 2.78288 -1.16667 0.72240  0.013
C22 4.07232 -0.96645 0.77794  -0.009
C23 5.02956 -1.99402 0.77667  0.015
C24 4.59009 -3.28336 0.65389  -0.004
C25 3.21142 -3.55492 0.55873  0.022
H14 6.69388 -3.52513 -3.77732  -0.001
H15 6.62151 -4.98652 -1.78030  0.003
H16 2.34077 -5.04524 -1.99450  0.005
H17 2.41798 -3.63119 -3.99045  -0.001
H18 0.93614 -6.06747 0.69098  0.005
H19 -0.59651 -4.13129 0.88419  -0.002
H20 4.39505 0.07265 0.83604  -0.001
H21 6.08334 -1.76208 0.86211  0.001
H22 5.28609 -4.11121 0.63614  0.001
N8 -2.50766 -1.15092 1.35958  0.000
C26 -3.37323 -1.46013 2.06311  0.000
C27 -4.42310 -1.82434 2.89108  0.000
C28 -4.21235 -2.76380 3.92896  0.000
N9 -4.05992 -3.53933 4.77189  0.000
C29 -5.72481 -1.30771 2.68525  0.000
N10 -6.79462 -0.89274 2.55395  0.000
C30 -4.64686 -1.32088 -1.19058  0.000
Si1 -2.83319 -1.31499 -1.69390  0.000
C31 -2.67952 -1.28494 -3.59229  0.000
C32 -2.10044 -2.96278 -1.20156  0.000
N11 -1.92988 0.05661 -1.07074  0.000
C33 -2.19362 1.29809 -1.65456  0.000
C34 -3.35286 1.53616 -2.41999  0.000
C35 -3.61998 2.76159 -3.00445  0.000
C36 -2.74982 3.83153 -2.85044  0.000
C37 -1.61043 3.63416 -2.08554  0.000
C38 -1.33557 2.40519 -1.50861  0.000
H23 -4.94945 -2.30960 -0.83689  0.000
H24 -5.31253 -1.04101 -2.01103  0.000
H25 -4.80054 -0.60492 -0.37885  0.000
H26 -2.30239 -2.24668 -3.95159  0.000
H27 -1.98797 -0.50622 -3.92252  0.000
H28 -3.63651 -1.09942 -4.08537  0.000
H29 -2.62615 -3.72739 -1.78375  0.000
H30 -2.25245 -3.17230 -0.14564  0.000
H31 -1.03435 -3.05652 -1.41494  0.000
H32 -4.09151 0.75396 -2.52276  0.000
H33 -4.53773 2.88277 -3.56878  0.000
H34 -2.96680 4.79601 -3.29178  0.000
H35 -0.92148 4.45465 -1.91634  0.000
H36 -0.45439 2.32978 -0.89385  0.000
Br2 -5.90787 6.52978 0.98706  0.000
C39 -4.26785 5.59454 1.26260  0.000
C40 -3.13622 6.32324 1.59129  0.000
C41 -1.94241 5.64311 1.78838  0.000
C42 -1.88730 4.26365 1.64834  0.000
C43 -3.03478 3.55498 1.31426  0.000
C44 -4.23986 4.22092 1.12509  0.000
C45 -2.99394 2.05174 1.12045  0.000
O2 -4.02079 1.44005 0.89348  0.000
O3 -1.79804 1.56748 1.21687  0.001
H37 -3.19089 7.39863 1.69340  0.000
H38 -1.05009 6.19813 2.05328  0.000
H39 -0.96549 3.71715 1.81043  0.000
H40 -5.11674 3.64420 0.86395  0.000



Record 2
DFT (wB97M-V/def2-TZVPD) results for C45H40N5P2Re as an isolated structure.

LUMO energy (alpha / beta)   -9.4 / -10.3 eV
Charge   +3
Spin multiplicity   4
E_HOMO (alpha / beta)   -14.72 / -14.71 eV
Gap between HOMO and LUMO (alpha / beta)   5.291 / 4.441 eV

Each line ends with the Löwdin spin population.
Cartesian coordinates (Å):
Re1 0.51345 -1.60491 -0.67190  1.959
C1 -2.26190 -5.87209 4.40081  0.013
C2 -1.44801 -4.95989 3.53053  0.071
C3 -0.18600 -4.51322 3.92743  -0.012
C4 0.55260 -3.68179 3.12497  0.057
C5 0.07212 -3.20925 1.88626  0.008
N1 0.83882 -2.32321 1.14089  0.265
C6 1.99684 -1.69757 1.68238  0.042
C7 1.94919 -1.00964 2.89360  0.035
C8 3.07594 -0.38812 3.39617  -0.002
C9 4.28517 -0.39279 2.69545  0.041
C10 5.49433 0.34325 3.20289  0.008
C11 4.32827 -1.07002 1.47587  -0.005
C12 3.21100 -1.71474 0.98510  0.042
N2 3.31688 -2.43948 -0.24212  0.008
C13 4.31909 -3.19517 -0.71556  0.045
C14 3.97208 -3.63127 -1.98191  0.013
C15 2.72164 -3.09040 -2.22457  0.037
N3 2.32133 -2.36997 -1.16000  0.039
C16 -1.16532 -3.73515 1.45063  0.052
C17 -1.89207 -4.58204 2.26258  -0.001
N4 -1.69481 -3.47272 0.13953  0.009
C18 -2.92124 -3.75632 -0.32562  0.040
C19 -2.92372 -3.62191 -1.70045  0.009
C20 -1.64298 -3.23471 -2.02568  0.049
N5 -0.87732 -3.13396 -0.90903  0.040
H1 -2.06405 -5.68821 5.45534  0.001
H2 -3.32862 -5.76032 4.21587  0.001
H3 -2.00034 -6.91462 4.19817  0.006
H4 0.23287 -4.85289 4.86731  -0.002
H5 1.54381 -3.39302 3.44503  0.003
H6 1.01086 -0.95884 3.43267  0.001
H7 3.01835 0.11669 4.35342  -0.001
H8 5.33395 0.73768 4.20263  0.000
H9 6.37053 -0.30692 3.22292  0.002
H10 5.73136 1.17749 2.53986  0.003
H11 5.24909 -1.08738 0.90168  -0.001
H12 5.20412 -3.37945 -0.12513  0.002
H13 4.55376 -4.25839 -2.63712  0.000
H14 2.08807 -3.18660 -3.09205  0.003
H15 -2.81787 -5.01411 1.90507  -0.001
H16 -3.72667 -4.03410 0.33588  0.002
H17 -3.75206 -3.79583 -2.36876  0.000
H18 -1.21302 -3.03218 -2.99573  0.004
C21 0.84561 2.42589 -0.71096  0.023
P1 0.18592 0.76451 -0.44628  0.052
C22 -0.74997 0.34377 -1.95436  0.009
C23 -2.11398 0.04550 -2.10902  0.011
C24 -2.62978 -0.17855 -3.37192  0.001
C25 -1.80288 -0.14583 -4.48930  0.006
C26 -0.44181 0.10826 -4.35351  0.009
C27 0.09241 0.34744 -3.09555  0.008
C28 -0.77766 0.70816 1.06072  -0.003
C29 -1.88669 -0.12864 1.22912  -0.005
C30 -2.51052 -0.21982 2.46584  0.001
C31 -2.02370 0.51269 3.53869  -0.005
C32 -0.90506 1.32763 3.38076  0.000
C33 -0.27096 1.41644 2.15359  -0.002
P2 -0.30615 3.81723 -0.16216  0.002
C34 -1.70225 3.47878 -1.29765  0.000
C35 -2.95789 3.25175 -0.74027  0.000
C36 -4.06924 3.05378 -1.55918  0.000
C37 -3.92712 3.09470 -2.93790  0.001
C38 -2.67527 3.32727 -3.50703  0.000
C39 -1.57239 3.51604 -2.69067  0.000
C40 0.55670 5.15546 -1.06289  0.002
C41 1.87909 5.10746 -1.49142  0.000
C42 2.45301 6.20121 -2.13569  0.000
C43 1.71078 7.34742 -2.34188  0.000
C44 0.39569 7.40908 -1.89990  0.000
C45 -0.17813 6.32291 -1.25650  0.000
H19 1.06572 2.49616 -1.77694  0.000
H20 1.78067 2.53292 -0.15534  0.000
H21 -2.78517 0.05398 -1.26872  0.000
H22 -3.69075 -0.36230 -3.48864  0.000
H23 -2.22268 -0.31090 -5.47462  0.000
H24 0.19800 0.13991 -5.22605  0.000
H25 1.15146 0.56426 -3.00172  0.004
H26 -2.29851 -0.67848 0.39808  0.000
H27 -3.38755 -0.84302 2.58633  0.000
H28 -2.52357 0.46279 4.49861  0.000
H29 -0.53501 1.90870 4.21578  0.000
H30 0.59725 2.05614 2.04833  0.000
H31 -3.07288 3.26406 0.33928  0.000
H32 -5.04742 2.90265 -1.11858  0.000
H33 -4.79591 2.97643 -3.57423  0.000
H34 -2.57195 3.38897 -4.58428  0.000
H35 -0.60885 3.74570 -3.13733  0.000
H36 2.48750 4.22593 -1.32786  0.000
H37 3.48023 6.15209 -2.47431  0.000
H38 2.15774 8.20053 -2.83477  0.000
H39 -0.18403 8.31069 -2.05070  0.000
H40 -1.20155 6.39030 -0.90229  0.000



Record 3
DFT (wB97M-V/def2-TZVPD) results for C45H41CeIN8O4PS5 as an isolated structure in a non-equilibrium geometry.

LUMO energy (alpha / beta)   -4.6 / -4.6 eV
Charge   +1
E_HOMO (alpha / beta)   -9.81 / -9.81 eV
Gap between HOMO and LUMO (alpha / beta)   5.259 / 5.260 eV

Each line ends with the Löwdin charge.
Cartesian coordinates (Å):
Ce1 -0.95400 0.60440 -0.13823  0.912
I1 -0.02620 2.37760 2.40427  1.228
C1 -1.03510 4.14890 1.64927  -0.468
C2 -0.84580 5.27010 2.40927  -0.147
C3 -1.51910 6.45450 2.08437  -0.065
C4 -2.40900 6.45140 1.04947  -0.022
C5 -2.62200 5.29110 0.27667  -0.155
C6 -3.61690 5.28610 -0.72123  -0.024
C7 -3.86170 4.15080 -1.43493  -0.064
C8 -3.04990 3.01810 -1.25773  -0.112
C9 -2.01500 2.94370 -0.33433  -0.140
C10 -1.87460 4.08840 0.51587  -0.207
H1 -0.19330 5.24190 3.26767  0.090
H2 -1.35140 7.34050 2.67797  0.112
H3 -2.98630 7.33640 0.81937  0.119
H4 -4.19450 6.18550 -0.88533  0.119
H5 -4.66670 4.12130 -2.15813  0.109
H6 -3.26290 2.16660 -1.90353  0.077
O1 -4.17040 0.10430 2.89337  0.087
C11 -3.09270 0.02340 2.31977  -0.604
O2 -2.59440 0.83700 1.48967  -0.257
C12 -2.23320 -1.22340 2.60037  -0.165
C13 -2.65910 -2.11290 3.58147  0.021
C14 -1.92020 -3.25290 3.82837  -0.029
C15 -0.75740 -3.44020 3.09537  -0.031
C16 -0.40140 -2.48900 2.15257  -0.136
N1 -1.12130 -1.40390 1.87837  0.073
H7 -3.56670 -1.87560 4.11527  0.125
H8 -2.23260 -3.97130 4.57367  0.117
H9 -0.13370 -4.30690 3.25367  0.112
H10 0.53020 -2.59640 1.60967  0.067
N2 -3.20650 -0.24130 -3.58673  0.132
C17 -2.10140 0.50160 -3.83243  -0.663
N3 -1.32860 1.01750 -2.92873  0.042
C18 -0.27870 1.69350 -3.51173  -0.344
C19 -0.28280 1.68760 -4.87443  -0.342
S1 -1.63480 0.82260 -5.48623  1.095
C20 0.78370 2.32100 -2.74283  -0.323
C21 1.69870 3.14370 -3.32553  -0.341
S2 2.90030 3.63760 -2.20343  1.083
C22 2.06870 2.69090 -0.97943  -0.664
N4 0.99180 2.08670 -1.39863  0.035
N5 2.55720 2.67890 0.27157  0.067
H11 -3.59050 -0.17350 -2.65733  0.052
H12 -3.85470 -0.38870 -4.34313  0.109
H13 0.43230 2.09790 -5.55543  0.076
H14 1.74520 3.47610 -4.33853  0.072
H15 3.45130 3.12250 0.41017  0.089
H16 2.38370 1.83700 0.82347  -0.070
O3 0.90990 -0.64320 -3.19273  0.099
C23 0.86510 -1.36760 -2.21693  -0.582
O4 0.04240 -1.33670 -1.25083  -0.247
C24 1.91570 -2.53230 -2.11943  -0.175
N6 1.66400 -3.21480 -0.83513  -0.004
C25 1.28380 -4.60970 -1.10793  -0.116
C26 0.73020 -4.56220 -2.52893  -0.140
C27 1.67740 -3.57640 -3.20903  -0.104
H17 2.92080 -2.10970 -2.15183  0.147
H18 0.85810 -2.63020 -0.47103  0.100
H19 2.51330 -3.11390 -0.19533  -0.049
H20 0.56400 -4.96860 -0.37243  0.128
H21 2.18040 -5.23280 -1.06463  0.137
H22 -0.28590 -4.16530 -2.52923  0.109
H23 0.71920 -5.53830 -3.00663  0.121
H24 1.25130 -3.11640 -4.09813  0.125
H25 2.60950 -4.06930 -3.48613  0.126
S3 4.29650 -2.71060 0.58297  0.325
P1 3.72980 -1.00500 1.43237  0.170
S4 1.93060 -0.33060 0.87057  0.386
C28 4.91570 0.34800 1.08137  -0.381
C29 5.32450 0.53960 -0.23193  -0.108
C30 6.12820 1.61790 -0.55273  -0.080
C31 6.52330 2.50390 0.43777  -0.081
C32 6.11870 2.30820 1.74877  -0.078
C33 5.30820 1.23540 2.07437  -0.082
C34 3.80420 -1.18160 3.25277  -0.398
C35 4.88140 -1.86640 3.80147  -0.104
C36 4.96450 -2.02890 5.17087  -0.068
C37 3.97170 -1.51160 5.98857  -0.073
C38 2.89750 -0.83180 5.43797  -0.075
C39 2.80780 -0.66460 4.06747  -0.110
H26 5.01190 -0.16430 -0.99233  0.094
H27 6.44990 1.76860 -1.57253  0.108
H28 7.15050 3.34700 0.18827  0.107
H29 6.43590 2.99240 2.52197  0.108
H30 4.98160 1.08510 3.09407  0.106
H31 5.64330 -2.27210 3.14927  0.092
H32 5.80170 -2.55990 5.59987  0.109
H33 4.03740 -1.63890 7.05927  0.107
H34 2.12550 -0.42660 6.07437  0.106
H35 1.97320 -0.12960 3.63137  0.057
N7 -7.57300 -2.28880 -2.58023  0.093
C40 -6.34830 -2.84640 -2.63073  -0.808
S5 -6.07310 -4.09500 -3.67753  0.726
C41 -5.26290 -2.27760 -1.83893  -0.223
C42 -5.37780 -1.06800 -1.14243  0.025
C43 -4.25580 -0.52310 -0.54493  -0.115
N8 -3.04420 -1.09030 -0.58343  0.012
C44 -2.95230 -2.28150 -1.17873  -0.090
C45 -4.01230 -2.90800 -1.80013  -0.015
H36 -8.29820 -2.70760 -3.13883  0.101
H37 -7.83780 -1.61710 -1.87933  0.100
H38 -6.30810 -0.52670 -1.08703  0.118
H39 -4.32830 0.41590 -0.01063  0.123
H40 -1.97010 -2.73490 -1.16553  0.107
H41 -3.88860 -3.86860 -2.27493  0.082